No. 1
119
Properties=species:S:1:pos:R:3:forces:R:3:lowdin_charge:R:1 method="wB97M-V/def2-TZVPD" homo_lumo_gap_ev=7.15 charge=-1 homo_energy_ha=-0.1852 e_tot_ha=-8842.08237 relative_energy_kcal_mol=0.00
Bi -1.7482 0.2745 -0.0187 0.1494 0.3882 -0.0204 1.8138
C 5.9610 -2.4382 -1.0863 0.0036 -0.0089 -0.0070 -0.0534
C 4.9810 -2.6880 0.0684 -0.0077 0.0150 0.0027 -0.5614
C 4.6382 -4.1776 0.0911 -0.0156 -0.0086 0.0034 -0.0722
C 5.6663 -2.3360 1.3964 0.0134 -0.0086 0.0072 -0.0505
C 3.7382 -1.8185 -0.1102 0.0078 -0.0138 -0.0067 -0.1837
C 2.4615 -2.3336 -0.2153 0.0130 0.0116 -0.0078 -0.0648
C 1.3722 -1.4823 -0.3535 -0.0504 0.1006 0.0221 -0.3999
Se -0.4040 -2.1793 -0.3342 0.1250 -0.3317 0.0574 1.0805
C -0.4929 -2.4496 1.5670 -0.0037 0.0224 -0.0456 -0.3808
C -0.1261 -3.6961 2.0573 -0.0093 -0.0160 0.0208 -0.0681
C -0.0765 -3.9317 3.4186 -0.0170 -0.0078 -0.0105 -0.1797
C -0.4458 -2.8755 4.2563 -0.0465 -0.0157 0.0111 0.0170
C -0.8343 -1.6246 3.8058 0.0247 -0.0208 0.0268 -0.0757
C -0.8291 -1.3817 2.4063 0.0045 0.1121 0.1190 -0.3530
O -1.0905 -0.1582 1.9650 0.1137 -0.2006 -0.0747 -0.3306
C -1.2342 -0.5121 4.7817 0.0080 -0.0114 -0.0465 -0.5289
C -1.2374 -1.0007 6.2326 0.0110 0.0100 0.0210 -0.0802
C -2.6554 -0.0176 4.4685 -0.0044 -0.0130 0.0006 -0.0392
C -0.2376 0.6539 4.6851 0.0046 0.0091 -0.0110 -0.0387
C 0.3437 -5.2713 4.0204 -0.0190 0.0166 -0.0062 -0.5602
C 0.7915 -6.2642 2.9476 -0.0066 -0.0087 -0.0115 -0.0705
C -0.8375 -5.8841 4.7854 0.0046 -0.0059 0.0077 -0.0504
C 1.5161 -5.0570 4.9875 0.0200 -0.0097 -0.0039 -0.0515
C 1.4865 -0.0832 -0.4019 0.0647 0.0482 -0.0597 -0.4063
O 0.4485 0.6946 -0.5568 -0.0333 -0.0577 0.0926 -0.4107
C 2.8063 0.4552 -0.2969 -0.0255 -0.0143 -0.0321 -0.0773
C 3.8650 -0.4227 -0.1561 0.0090 0.0116 0.0155 0.0150
C 3.0178 1.9704 -0.3535 -0.0319 -0.0345 -0.0182 -0.5277
C 4.4896 2.3520 -0.1819 0.0206 0.0127 -0.0039 -0.0788
C 2.5569 2.4904 -1.7245 -0.0043 0.0001 0.0035 -0.0496
C 2.2233 2.6664 0.7626 0.0099 0.0125 0.0223 -0.0340
H 6.8519 -3.0633 -0.9759 0.0034 0.0057 0.0053 0.0784
H 6.2817 -1.3959 -1.1169 -0.0030 0.0002 -0.0033 0.0741
H 5.4918 -2.6712 -2.0443 0.0004 -0.0079 0.0038 0.0880
H 5.5536 -4.7636 0.2012 0.0015 0.0022 0.0061 0.0804
H 4.1480 -4.4912 -0.8329 0.0075 0.0038 -0.0046 0.0850
H 3.9800 -4.4233 0.9274 -0.0021 0.0061 -0.0032 0.0784
H 6.5429 -2.9704 1.5568 0.0037 0.0055 -0.0070 0.0790
H 4.9774 -2.4793 2.2311 0.0015 -0.0082 -0.0013 0.0885
H 5.9953 -1.2959 1.4106 -0.0076 0.0029 0.0020 0.0753
H 2.2829 -3.4004 -0.1744 -0.0118 0.0026 0.0003 0.0923
H 0.1238 -4.4729 1.3471 0.0104 0.0081 -0.0051 0.0893
H -0.4339 -3.0517 5.3235 0.0057 -0.0038 -0.0086 0.0896
H -1.9280 -1.8345 6.3795 -0.0075 0.0080 0.0024 0.0842
H -1.5604 -0.1814 6.8785 0.0040 -0.0001 0.0023 0.0804
H -0.2435 -1.3098 6.5646 0.0010 -0.0051 -0.0103 0.0805
H -3.3668 -0.8456 4.5110 0.0013 0.0004 0.0210 0.0911
H -2.7139 0.4276 3.4797 0.0139 0.0040 -0.0181 0.0680
H -2.9535 0.7316 5.2072 -0.0051 0.0039 -0.0025 0.0804
H 0.7622 0.3236 4.9794 -0.0045 -0.0019 0.0004 0.0866
H -0.5424 1.4602 5.3589 0.0024 -0.0069 0.0076 0.0817
H -0.1873 1.0472 3.6722 -0.0117 0.0103 -0.0014 0.0696
H -0.0210 -6.5102 2.2611 -0.0028 0.0116 -0.0002 0.0852
H 1.1200 -7.1923 3.4212 -0.0027 0.0011 0.0012 0.0808
H 1.6256 -5.8701 2.3628 0.0045 -0.0063 0.0104 0.0789
H -1.6906 -6.0295 4.1202 0.0058 -0.0055 -0.0035 0.0894
H -1.1582 -5.2345 5.6015 -0.0025 -0.0005 -0.0028 0.0763
H -0.5601 -6.8530 5.2109 0.0036 0.0056 0.0061 0.0790
H 2.3608 -4.5981 4.4697 0.0008 -0.0078 -0.0036 0.0873
H 1.8444 -6.0125 5.4061 -0.0059 0.0008 0.0064 0.0792
H 1.2387 -4.4045 5.8162 -0.0007 0.0061 -0.0008 0.0740
H 4.8610 -0.0083 -0.0686 -0.0001 -0.0080 -0.0066 0.0893
H 5.1156 1.9478 -0.9814 -0.0059 -0.0060 0.0014 0.0813
H 4.8874 2.0106 0.7767 -0.0010 0.0063 0.0032 0.0835
H 4.5774 3.4405 -0.2091 0.0010 -0.0021 -0.0041 0.0796
H 3.1110 1.9985 -2.5284 0.0137 0.0154 0.0059 0.0884
H 2.7359 3.5687 -1.7947 -0.0115 0.0036 0.0073 0.0764
H 1.4959 2.2932 -1.8669 -0.0149 -0.0098 -0.0102 0.0289
H 2.5547 2.3102 1.7419 0.0067 0.0077 -0.0032 0.0903
H 1.1550 2.4829 0.6776 -0.0194 -0.0134 -0.0132 0.0560
H 2.3993 3.7465 0.7196 0.0020 -0.0009 0.0019 0.0811
F -3.0971 -1.3172 0.3823 -0.1513 0.0265 0.0268 -0.6344
Cl -0.4874 -0.3333 -6.3382 0.0904 0.0180 0.0495 0.5276
C -0.3275 -1.1547 -4.7673 0.0371 0.0101 -0.0805 -0.9837
Cl -0.2367 -0.0231 -3.4247 0.1327 0.0460 0.0070 0.6147
H 0.5872 -1.7344 -4.7912 0.0139 -0.0089 0.0074 0.0286
H -1.2038 -1.7790 -4.6292 0.1762 0.0276 -0.0229 -0.0450
O -2.2376 4.6290 1.6541 -0.0090 -0.0179 0.0440 -0.0885
C -1.8576 3.4651 1.8745 0.0925 -0.0380 -0.0397 -0.5464
O -1.4189 2.6484 1.0101 -0.1612 -0.0115 0.1732 -0.2871
H -1.8946 3.0935 2.9208 -0.0202 0.0105 -0.0187 0.1162
Br -3.2357 -2.1558 -2.9036 -0.1295 -0.0572 -0.0206 0.8286
C -3.6046 -1.2013 -4.5069 -0.1282 0.0120 0.0648 -0.6014
C -3.4816 -1.9255 -5.6861 -0.1127 0.0209 -0.0722 -0.1817
C -3.7558 -1.3259 -6.9049 -0.0445 -0.0177 0.0230 -0.1196
C -4.1736 -0.0045 -6.9396 -0.0302 -0.0290 0.0214 -0.0975
C -4.3025 0.7009 -5.7550 -0.0419 0.0328 -0.0307 -0.0331
C -4.0107 0.1329 -4.5166 -0.0015 -0.0439 0.0108 -0.1470
C -4.0884 1.0429 -3.2834 0.2130 0.0438 -0.3044 -0.6590
O -4.8278 2.0496 -3.3771 0.0543 -0.0265 0.0773 -0.0519
O -3.3236 0.7406 -2.3443 -0.0808 0.2334 0.2912 -0.2278
H -3.1646 -2.9588 -5.6409 -0.0292 -0.0267 0.0018 0.0960
H -3.6424 -1.8942 -7.8196 0.0043 0.0001 0.0036 0.1003
H -4.4016 0.4730 -7.8844 0.0152 0.0045 0.0023 0.0972
H -4.6463 1.7274 -5.7536 0.0182 -0.0081 0.0133 0.1096
C -2.7342 6.1066 -1.3502 -0.0301 0.0546 0.0432 -0.1192
N -3.4840 4.9023 -1.8961 0.0464 0.0012 0.0061 -0.0521
C -3.4140 4.9127 -3.4177 -0.1181 -0.0724 -0.0072 -0.1214
N -2.0650 4.9561 -3.8739 -0.0019 -0.0564 0.0332 -0.1445
C -1.3827 6.1076 -3.2958 0.0082 0.0014 0.0197 -0.1862
N -1.3925 6.1238 -1.8370 0.0036 0.0281 -0.0434 -0.1432
C -0.5761 5.0314 -1.2705 -0.0023 -0.0437 0.0943 -0.2892
P -1.1615 3.3337 -1.7506 -0.0070 -0.1280 -0.1947 1.0492
C -2.9166 3.6489 -1.2849 -0.1941 -0.0229 0.0243 -0.2625
C -1.3561 3.6946 -3.5659 -0.0231 0.0723 -0.0262 -0.3010
H -2.7519 6.0257 -0.2626 0.0127 -0.0250 -0.0017 0.1251
H -3.2720 6.9938 -1.6934 -0.0039 -0.0053 -0.0118 0.1336
H -4.4695 4.9395 -1.6371 0.0392 0.0879 0.0538 0.1824
H -3.9555 5.8077 -3.7347 0.0341 0.0253 0.0072 0.1351
H -3.9354 4.0131 -3.7445 0.0265 -0.0820 -0.0264 0.1135
H -1.8744 7.0166 -3.6553 -0.0052 -0.0031 0.0005 0.1248
H -0.3472 6.1091 -3.6362 -0.0030 0.0064 -0.0049 0.1280
H -0.6176 5.0879 -0.1809 0.0115 0.0064 -0.0147 0.0803
H 0.4596 5.1763 -1.5841 0.0002 -0.0124 -0.0159 0.0841
H -2.9372 3.8024 -0.2074 -0.0350 -0.0007 -0.0716 0.0602
H -3.5572 2.8180 -1.5740 0.0464 -0.0548 -0.1417 0.0661
H -1.8901 2.8635 -4.0327 -0.0063 0.0045 0.0106 0.0800
H -0.3644 3.7336 -4.0241 -0.0131 0.0072 -0.0102 0.0885



No. 2
58
Properties=species:S:1:pos:R:3:forces:R:3:lowdin_charge:R:1 method="wB97M-V/def2-TZVPD" homo_lumo_gap_ev=8.85 smiles="Cc1cccc(C)c1NC(=O)Cn1c(=O)n(CCC(=O)NCc2ccco2)c(=O)c2sccc21" homo_energy_ha=-0.3184 e_tot_ha=-1922.48641 relative_energy_kcal_mol=0.00
C -0.8731 -1.6281 1.2186 -0.0228 0.0080 -0.0120 -0.0300
C -2.2540 -1.7603 0.6520 -0.0022 0.0760 -0.0143 -0.1921
C -2.9377 -2.9650 0.7039 -0.0197 -0.0037 -0.0309 -0.0505
C -4.2251 -3.0661 0.2076 -0.0216 -0.0433 0.0083 -0.0813
C -4.8373 -1.9623 -0.3538 0.0177 -0.0037 0.0178 -0.0473
C -4.1779 -0.7421 -0.4347 0.0758 0.0314 -0.0090 -0.1975
C -4.8417 0.4432 -1.0605 -0.0618 0.0371 0.0778 -0.0340
C -2.8842 -0.6538 0.0788 -0.2784 -0.3170 0.0928 -0.1422
N -2.1681 0.5712 0.0102 0.2030 -0.4220 -0.3156 0.1609
C -2.5484 1.6897 0.6478 0.3748 0.5065 0.0749 -0.4760
O -3.5424 1.7962 1.3359 -0.1971 0.0798 0.1313 0.0705
C -1.6180 2.8959 0.4335 -0.4248 0.1389 0.0331 -0.0162
N -0.2175 2.5403 0.3951 -0.1718 0.0385 -0.1712 0.0485
C 0.4701 2.7127 -0.7862 -0.0095 0.1364 0.1893 -0.4371
O -0.0381 3.2508 -1.7456 -0.0537 0.0572 -0.3237 0.0939
N 1.7735 2.2502 -0.8210 0.2136 0.2199 -0.1476 0.0682
C 2.3799 2.2115 -2.1439 0.1356 0.1042 -0.2548 -0.0971
C 1.6740 1.1518 -3.0094 -0.1026 0.1052 0.2408 -0.0531
C 1.4126 -0.0732 -2.1512 0.1683 0.2164 -0.6991 -0.4631
O 0.4303 -0.1575 -1.4289 -0.3399 -0.0918 0.2048 0.0532
N 2.3419 -1.0368 -2.2394 0.2690 -0.3377 -0.1355 0.1015
C 2.3457 -2.2106 -1.3831 0.2892 0.0305 0.1526 -0.0723
C 3.2522 -2.0211 -0.2103 -0.8269 -0.1651 0.5788 -0.2706
C 3.0122 -1.9610 1.1295 -0.0221 -0.1753 -0.7232 -0.0507
C 4.2662 -1.7248 1.7441 0.5170 0.0036 -0.3094 -0.0842
C 5.1685 -1.6538 0.7314 0.0295 0.0817 0.9665 -0.1176
O 4.5687 -1.8378 -0.4540 -0.0502 -0.0430 -0.6285 0.0460
C 2.4507 1.5803 0.2031 0.0247 0.0573 0.0455 -0.4271
O 3.5616 1.1215 0.0280 0.0650 -0.0257 0.1087 0.0828
C 1.6825 1.5166 1.4117 -0.3880 -0.0945 0.5706 -0.3556
S 2.2046 0.8163 2.9017 -0.4447 0.2542 -0.1894 1.1014
C 0.6670 1.1240 3.5986 0.4018 -0.0020 -0.2701 -0.3676
C -0.2110 1.7232 2.7496 -0.0851 0.0223 0.1278 -0.0968
C 0.3736 1.9558 1.4823 1.0290 -0.3502 0.0984 -0.2323
H -0.8771 -0.9320 2.0580 0.0863 0.0394 0.0552 0.0800
H -0.5115 -2.5924 1.5678 0.0410 -0.0739 0.0457 0.0795
H -0.1879 -1.2407 0.4660 0.1341 0.0093 0.0572 0.0474
H -2.4602 -3.8278 1.1455 0.0678 -0.0690 0.0485 0.1059
H -4.7504 -4.0084 0.2584 -0.0503 -0.0811 0.0019 0.1006
H -5.8415 -2.0440 -0.7435 -0.0975 0.0114 -0.0537 0.1075
H -5.1285 1.1546 -0.2863 -0.0312 0.0593 -0.0418 0.0766
H -5.7322 0.1412 -1.6056 -0.0335 -0.0100 -0.0737 0.0771
H -4.1610 0.9508 -1.7428 0.0019 0.0665 -0.0718 0.0859
H -1.2771 0.5269 -0.4733 0.0384 0.1736 -0.0007 0.1157
H -1.8085 3.6205 1.2299 -0.0355 -0.1480 -0.0722 0.1421
H -1.8579 3.3589 -0.5288 0.0291 -0.0625 0.2217 0.1373
H 2.2850 3.1963 -2.6042 0.0535 -0.1447 0.0350 0.1329
H 3.4319 1.9616 -1.9938 -0.1967 0.1020 -0.0406 0.1255
H 0.7129 1.5515 -3.3351 0.0852 -0.1392 -0.0028 0.1196
H 2.2853 0.9128 -3.8781 0.0127 -0.0035 -0.0334 0.1195
H 3.2089 -0.8358 -2.7137 -0.1520 0.1023 -0.0478 0.1515
H 1.3243 -2.3727 -1.0355 0.1555 -0.0520 -0.0164 0.1252
H 2.6697 -3.0669 -1.9839 -0.1161 0.0502 0.0837 0.1331
H 2.0656 -2.0718 1.6164 -0.2702 -0.0184 0.0232 0.0942
H 4.4580 -1.6145 2.7911 0.1426 0.0329 0.2105 0.0970
H 6.2256 -1.4791 0.7231 0.1457 0.0236 -0.1007 0.1219
H 0.4871 0.8392 4.6165 -0.0776 -0.0424 0.2141 0.0728
H -1.2220 1.9748 3.0107 -0.2241 0.0440 0.0737 0.1172